{
  "formula": "C30H44CdN2P2S2",
  "method": "the ωB97M-V functional and the def2-TZVPD basis",
  "largest_force_ev_per_a": 3.01,
  "lumo_energy_ev": -0.3,
  "spin_multiplicity": 1,
  "orbital_gap_ev": 5.212,
  "species": ["Cd", "C", "C", "C", "C", "C", "C", "C", "N", "C", "C", "C", "C", "C", "C", "C", "N", "C", "C", "C", "C", "H", "H", "H", "H", "H", "H", "H", "H", "H", "H", "H", "H", "H", "H", "H", "H", "H", "H", "H", "H", "H", "H", "H", "H", "C", "P", "C", "C", "C", "P", "C", "C", "H", "H", "H", "H", "H", "H", "H", "H", "H", "H", "H", "H", "H", "H", "H", "H", "S", "C", "C", "C", "C", "C", "C", "S", "H", "H", "H", "H"],
  "xyz": [[-1.8013, -0.8333, -0.1172], [5.4668, -0.2977, 2.1581], [5.4781, -0.3887, 0.6259], [6.3143, -1.5371, 0.1383], [6.0287, 1.0120, 0.0946], [4.0444, -0.5329, 0.0958], [3.6461, -1.6450, -0.6919], [2.3002, -1.8223, -1.0497], [1.3459, -0.8939, -0.7576], [1.6967, 0.2554, -0.1259], [3.0568, 0.4335, 0.2832], [0.7123, 1.3408, 0.0037], [1.2884, 2.6308, 0.0686], [0.4893, 3.7579, 0.3324], [-0.9170, 3.5280, 0.2564], [-1.3919, 2.2726, 0.0530], [-0.6015, 1.1627, -0.1722], [1.0450, 5.0849, 0.7927], [0.0105, 6.1662, 0.6504], [2.1986, 5.5048, -0.1651], [1.5374, 4.9592, 2.2511], [6.5301, -0.2018, 2.5006], [4.9344, -1.1283, 2.5930], [5.0060, 0.6939, 2.4704], [7.3122, -1.4212, 0.5413], [6.3644, -1.5251, -0.9666], [5.8702, -2.4699, 0.5016], [7.0032, 1.2731, 0.6217], [5.4025, 1.9086, 0.2494], [6.2064, 0.7953, -0.9293], [4.4093, -2.4306, -0.9178], [1.9447, -2.6985, -1.5928], [3.4060, 1.2903, 0.8657], [2.3375, 2.7383, -0.0930], [-1.6383, 4.3315, 0.2502], [-2.4861, 2.1801, 0.0560], [-0.2612, 6.2386, -0.3986], [0.4639, 7.1419, 0.8840], [-0.8558, 6.1031, 1.3462], [1.8085, 5.7773, -1.1183], [3.0530, 4.8100, -0.2634], [2.6678, 6.4582, 0.2462], [0.7266, 4.6744, 2.9104], [2.0287, 5.8987, 2.5349], [2.3118, 4.1891, 2.2680], [-5.5379, -0.5719, -0.3046], [-4.1628, -0.4733, -1.4381], [-4.7059, 1.1018, -2.2409], [-4.5377, -1.7548, -2.7059], [-3.6057, -2.9675, -2.7210], [-1.8334, -2.5408, -2.3305], [-1.1306, -4.1743, -1.8735], [-1.0479, -2.0349, -3.9300], [-5.6088, 0.3809, 0.3224], [-5.4555, -1.4234, 0.4036], [-6.4696, -0.6595, -0.7726], [-5.7706, 1.0619, -2.5593], [-4.0636, 1.3077, -3.1336], [-4.6384, 1.9195, -1.5245], [-4.4713, -1.2541, -3.6751], [-5.5990, -2.0658, -2.4863], [-3.6028, -3.4842, -3.6858], [-3.9579, -3.7133, -1.9318], [-1.3680, -4.9515, -2.6456], [-1.4856, -4.4812, -0.8826], [-0.0537, -4.0376, -1.8119], [-0.4515, -2.8266, -4.3662], [-0.3942, -1.1590, -3.7201], [-1.8436, -1.8607, -4.6711], [-2.9390, -0.7187, 2.2353], [-2.9964, -2.3912, 2.5399], [-3.9622, -2.9235, 3.4439], [-4.0126, -4.2618, 3.7391], [-2.9190, -5.0911, 3.4058], [-1.8346, -4.5596, 2.6872], [-1.9315, -3.2826, 2.0965], [-0.6969, -2.7141, 1.0407], [-4.7577, -2.1898, 3.6560], [-4.7867, -4.6708, 4.3519], [-2.9412, -6.1502, 3.6648], [-0.9200, -5.1690, 2.5398]],
  "forces_ev_per_angstrom": [[0.02, -0.28, 0.55], [0.53, 1.70, 0.02], [-1.06, 2.25, 0.15], [0.19, 0.17, -0.28], [0.98, -0.81, 1.62], [-1.06, -0.82, -1.27], [0.38, -0.61, 0.52], [-0.22, 1.67, 0.71], [0.63, 0.22, -0.07], [1.89, -2.20, -0.80], [-0.32, 0.03, 0.76], [0.27, 1.18, -1.42], [-1.57, 0.72, 0.81], [-0.87, -1.35, -0.09], [1.38, 0.56, 0.07], [0.15, -1.37, -0.85], [-0.75, 1.09, 1.61], [0.84, -0.09, -0.81], [-0.34, 1.29, 0.70], [1.29, 1.07, 1.83], [0.62, -0.06, -1.01], [-0.88, -0.50, -0.08], [0.01, -0.22, 0.44], [0.21, -1.33, -0.25], [0.32, -0.18, 0.01], [0.07, -0.23, 0.51], [0.35, 0.01, -0.15], [-0.97, -0.56, -0.75], [-0.11, -0.76, -0.18], [0.33, 0.60, -1.17], [-1.14, 0.73, 0.02], [0.20, 0.19, 0.19], [-0.63, -0.08, -0.18], [0.44, 0.03, 0.33], [0.10, 0.07, 0.48], [0.53, -0.59, -0.28], [-0.61, -0.03, -0.02], [0.05, -0.26, 0.02], [0.42, -0.28, -0.69], [-0.25, -0.09, -0.89], [-0.64, 0.04, 0.03], [-0.57, -1.05, -0.41], [-0.06, 0.10, 0.24], [-0.38, -0.13, 0.17], [-0.08, -0.08, 0.25], [0.35, 0.39, 2.77], [-0.07, 1.14, 0.02], [0.03, -0.21, -1.16], [-0.83, -0.09, 0.03], [0.19, -0.95, 1.00], [0.10, -0.16, 0.55], [-0.40, -0.45, -1.04], [-0.25, -0.05, 0.09], [0.44, -1.32, -0.69], [0.20, 0.58, -0.28], [-1.45, -0.15, -1.13], [0.61, -0.14, 0.06], [-0.53, 0.05, 0.72], [0.24, -0.01, 0.00], [-0.30, 0.02, 0.01], [0.95, 0.25, -0.65], [-0.34, 0.00, 0.07], [0.68, 0.86, -0.93], [0.22, 0.54, 0.56], [0.06, 0.20, -0.30], [0.09, -0.13, 0.09], [0.29, -0.26, 0.06], [-0.64, -0.50, -0.43], [0.32, 0.49, 0.23], [-0.47, 1.73, -0.62], [0.98, -2.60, 0.88], [-0.23, 1.45, -1.90], [1.29, -0.77, 0.25], [-0.03, 0.61, -0.23], [-0.60, -0.42, -0.32], [-1.02, 0.55, 1.49], [1.29, -0.34, -0.22], [0.28, -0.71, 0.44], [-0.54, -0.13, 0.18], [0.16, 0.31, 0.17], [-0.75, 0.43, -0.17]],
  "mulliken_charge": [1.737, -1.482, 1.950, -2.303, -1.364, 0.497, -0.810, -0.550, -0.113, -1.245, -0.009, 0.117, -0.249, 0.675, -0.860, -0.515, -0.208, 2.017, -2.171, -1.531, -1.501, 0.432, 0.395, 0.300, 0.451, 0.399, 0.431, 0.366, 0.274, 0.433, 0.357, 0.242, 0.779, 0.505, 0.381, 0.314, 0.500, 0.446, 0.336, 0.462, 0.239, 0.401, 0.410, 0.391, 0.326, -1.477, 0.844, -1.457, -1.019, -0.837, 0.520, -1.196, -1.409, 0.330, 0.296, 0.548, 0.392, 0.370, 0.380, 0.392, 0.372, 0.507, 0.351, 0.423, 0.254, 0.229, 0.416, 0.265, 0.421, -0.602, 0.283, -0.733, -0.565, -0.383, -0.646, 0.301, -0.528, 0.307, 0.355, 0.326, 0.316]
}